No. 1
The following is a DFT calculation (wB97M-V/def2-TZVPD) of a cluster of 7 separate species, C18H36N2O27S6 in total.

Computed properties:
Multiplicity: 1
LUMO in Ha: 0.0104
Calculated total energy in eV: -142517.83697
HOMO in eV: -8.87

XYZ file:
```
89
Properties=species:S:1:pos:R:3:forces:R:3:lowdin_charge:R:1
O 11.32477 0.09430 -1.95222 -0.06 -0.40 0.20 -0.19
C 10.92243 0.72736 -0.72907 -0.32 0.39 0.00 -0.16
O -1.66510 2.48091 1.01816 0.05 0.32 0.00 -0.21
C 0.41790 4.29533 8.47026 -0.12 -0.46 0.02 -0.16
C -3.38188 -3.54765 -0.11100 -0.80 0.18 0.25 -0.17
O -6.19012 -0.81776 -1.51595 0.46 -0.09 0.07 -0.22
H 10.63904 -1.07075 0.44597 0.01 0.02 0.00 0.13
C 1.72236 4.13791 7.71878 0.29 0.31 0.28 -0.16
H -9.41606 -1.74943 -4.11617 0.13 -0.23 0.06 0.14
H -2.28403 2.80549 -1.64999 0.00 -0.02 0.03 0.12
H -7.55035 -0.95270 -5.46710 -0.02 0.00 0.01 0.14
O 0.06285 3.58021 2.29541 -0.08 -0.44 -0.13 -0.18
O 0.73787 6.72969 6.02208 -0.19 0.17 -0.13 -0.20
O 4.49097 0.07397 -1.47299 -0.26 -0.31 0.23 -0.18
H 11.79307 0.99581 -0.13790 0.15 -0.13 -0.17 0.14
H -0.17763 -4.20466 -1.35394 -0.19 -0.36 -0.17 0.13
O -5.49694 2.75963 -4.30843 0.00 0.16 -0.20 -0.23
H -2.49567 -5.09900 -2.59350 0.49 -0.47 -0.31 0.14
H 1.40213 -2.76871 0.05292 0.38 0.08 -0.13 0.09
H 9.36833 0.15162 0.68132 -0.19 -0.05 -0.15 0.14
O -3.90846 4.58810 -3.76325 -0.24 0.17 -0.15 -0.21
H 2.45199 4.89184 8.02088 -0.01 -0.02 0.04 0.14
H 4.30889 -2.66429 -1.25291 0.01 0.00 -0.01 0.13
C -7.77806 -0.38742 -4.56139 -0.09 -0.17 -0.46 -0.15
O 10.69222 -2.15146 -2.70905 0.03 -0.04 -0.24 -0.21
H -1.63263 4.68578 2.67516 -0.01 0.00 0.05 0.14
O -5.30769 -2.21633 -3.37787 0.26 -0.15 0.10 -0.21
H 2.15544 3.14862 7.83380 -0.06 -0.05 -0.26 0.14
C 5.20863 -2.09547 -1.00775 -0.33 -0.24 -0.25 -0.16
O -0.16024 4.05819 -0.10577 0.01 -0.13 -0.28 -0.21
C 10.04370 -0.29685 -0.04245 0.32 -0.17 0.30 -0.16
O -0.84912 4.90877 5.47024 0.15 0.43 0.39 -0.24
O 9.29933 -0.90513 -1.10609 0.02 0.26 -0.22 -0.20
O 2.98880 -0.11755 0.45321 0.08 0.19 0.14 -0.22
H -1.08465 3.67734 4.03628 0.14 -0.17 -0.68 0.09
H -4.85340 -2.56902 -1.12884 0.12 -0.35 0.22 0.02
S 10.15053 -0.86601 -2.46889 0.09 0.30 0.40 0.60
H 6.06578 -2.76333 -0.99476 0.06 0.08 0.22 0.14
H -2.58514 1.05868 -1.79323 -0.04 -0.05 -0.24 0.14
O -3.30464 2.24502 -3.34471 -0.50 -0.11 -0.04 -0.18
N -4.48195 -3.51285 -1.08861 0.16 0.18 0.15 0.03
C -2.03615 2.57717 2.40266 0.13 -0.30 0.28 -0.16
S 0.19067 5.45114 6.27598 0.25 -0.20 0.38 0.62
S -4.48135 3.32124 -3.49170 0.25 -0.32 0.49 0.60
C -3.00743 2.04699 -1.95565 0.44 0.35 0.36 -0.16
H 0.56703 4.52386 9.52179 -0.09 0.23 -0.04 0.14
C 0.79255 -2.12003 -0.58038 -0.50 0.07 0.22 -0.11
O -4.97602 3.30674 -1.96084 0.37 0.12 -0.28 -0.18
O 1.37361 4.37537 6.34811 -0.43 -0.14 0.03 -0.18
C -2.19731 -4.34797 -0.57215 0.94 -1.20 -1.37 -0.39
O 9.38646 -0.16989 -3.43904 -0.15 -0.21 -0.16 -0.22
H -1.36480 -3.13664 -2.13721 -0.06 -0.15 -0.18 0.14
H 1.04816 -2.28706 -1.62439 -0.06 -0.13 -0.13 0.08
H 10.36076 1.62942 -0.98053 0.00 0.00 0.05 0.14
C 5.39891 -0.92771 -1.94992 0.58 0.07 -0.02 -0.16
H 5.17442 -1.18390 -2.98129 -0.20 0.17 0.01 0.14
H -3.42834 -5.93981 -1.32642 -0.15 0.07 -0.32 0.14
O -1.68995 -5.17044 0.50287 0.49 0.35 0.89 0.10
O 5.02563 -1.49418 0.28012 0.18 0.29 -0.09 -0.19
H 1.00910 -1.07962 -0.38133 0.05 0.11 0.27 0.05
C -1.20867 3.71801 2.95134 -0.36 0.12 0.05 -0.17
C -2.46838 -5.48322 -1.58162 -1.68 0.39 0.97 -0.10
O 0.69391 1.85872 0.67026 0.13 0.06 -0.18 -0.21
S -6.29336 -1.36706 -2.82395 -1.05 0.60 -0.94 0.60
O -7.71615 -2.08173 -2.96569 0.31 -0.07 -0.20 -0.18
C -1.08562 -6.26471 0.00794 0.66 -0.94 -0.06 -0.54
O -6.55352 -0.16673 -3.85079 -0.12 -0.18 0.58 -0.19
H -1.78439 1.63193 2.88822 -0.01 0.01 0.01 0.13
H -4.95824 1.34482 -1.34254 0.02 0.00 0.04 0.11
H -3.10430 2.75838 2.49416 -0.01 0.02 -0.22 0.13
S 4.36235 -0.03953 0.12186 0.13 -0.20 -0.36 0.60
H -0.72393 -2.66788 0.63443 -0.09 -0.11 0.03 0.10
H -4.20649 2.48802 -0.20636 -0.07 0.26 -0.06 0.12
N -0.63283 -2.42244 -0.34306 0.28 -0.07 -0.47 -0.10
O -0.24886 5.38272 7.81534 0.27 0.09 -0.18 -0.18
H -9.08499 -0.55257 -2.84327 -0.02 0.01 -0.04 0.14
S -0.14606 2.98727 0.82404 -0.18 0.12 0.53 0.60
O -1.47742 -6.44779 -1.29045 0.66 0.06 0.16 0.07
H -3.76421 -3.99968 0.80420 0.11 -0.17 0.08 0.12
H -8.23072 0.56236 -4.83203 0.20 0.13 0.13 0.14
C -8.63627 -1.18919 -3.60872 -0.26 0.43 0.22 -0.16
H -0.20594 3.40413 8.37689 0.02 -0.01 0.01 0.13
H -4.17252 -3.69720 -2.03031 0.10 0.01 -0.09 0.04
C -1.04389 -3.55762 -1.18348 0.02 1.14 1.08 -0.16
H -3.08609 -2.53194 0.15085 0.29 -0.02 -0.01 0.11
C -4.33177 2.23440 -1.25517 -0.21 -0.56 0.05 -0.15
O 5.23062 0.90724 0.72298 -0.03 0.03 0.22 -0.22
H 6.41302 -0.52641 -1.88707 0.02 -0.06 -0.04 0.12
O -0.32447 -6.99514 0.59075 -1.08 1.06 -0.65 0.15
```
Forces are in eV/Å.

***

No. 2
The following is a DFT calculation (wB97M-V/def2-TZVPD) of a structure of composition C18H36N2O3RuSe2Si2.

Computed properties:
Multiplicity: 2
LUMO (spin up / spin down) in Ha: 0.0997 / 0.0997
Charge: -1
Calculated total energy in eV: -177407.65619
Expectation value of S²: 0.76
HOMO (spin up / spin down) in eV: -3.99 / -3.96

XYZ file:
```
64
Properties=species:S:1:pos:R:3:forces:R:3:lowdin_charge:R:1
H 4.62104 -0.05519 2.93055 -0.02 0.00 -0.01 0.03
C 0.72484 -1.68841 3.61769 0.03 -0.05 -0.01 -0.07
H -0.24151 6.07696 -1.16067 0.01 0.00 0.01 0.12
H 0.43002 4.03819 -2.46892 -0.02 -0.02 -0.02 0.04
H 3.49398 -1.37950 3.24171 0.01 -0.01 0.00 0.02
H -4.86284 -2.10318 -0.23022 0.03 0.02 0.01 0.03
C -0.70911 -1.85362 1.68059 -0.19 -0.07 -0.25 -0.31
H -4.26485 -0.72521 0.71039 -0.03 0.02 0.01 0.00
C -0.29763 4.27377 0.81702 -0.05 -0.02 0.01 -0.25
Si -2.41899 -1.79980 -0.51140 0.06 0.00 0.00 0.35
H -1.96974 2.63210 -1.72877 -0.02 0.09 -0.09 0.03
H 2.55636 -1.92176 0.22257 0.03 0.00 0.03 0.05
C 2.41465 -2.10740 -0.84403 -0.10 -0.01 0.02 -0.15
H 2.52457 -3.18024 -1.03560 0.01 -0.01 0.00 0.07
H -4.03206 -2.37259 1.31056 -0.04 0.06 -0.06 0.02
C -0.74826 4.04432 -0.62995 0.08 0.01 -0.13 -0.56
C 3.06634 1.84316 0.98572 0.07 0.07 -0.19 -0.19
Se 0.67127 1.63968 -1.84148 0.01 0.13 0.03 0.57
H -3.26234 0.04459 -1.93980 0.04 0.01 0.01 0.01
H -0.17891 2.59519 1.75922 -0.09 -0.17 -0.11 -0.01
H -1.60568 -0.35888 -2.37342 0.06 0.01 -0.02 -0.02
H 3.03263 2.19531 4.07187 -0.03 -0.02 -0.02 0.03
H 4.05479 -1.06925 1.60240 0.01 0.04 -0.01 0.01
O 0.45882 3.21842 1.38039 -0.31 0.31 0.23 -0.17
H -2.97616 -3.89545 -1.70334 0.03 0.01 0.00 0.03
O 1.15759 -1.62386 -1.28057 0.25 -0.20 -0.19 -0.21
H -1.41610 -4.29764 3.93854 0.00 0.00 0.00 0.09
H -2.88572 3.74036 -0.71041 -0.02 -0.02 0.09 0.06
H 1.96088 0.93532 4.69964 -0.01 0.07 -0.04 0.02
C 0.34881 -1.21899 2.35820 0.16 0.21 0.07 -0.32
N 0.89363 -0.10850 1.70274 0.24 -0.27 0.49 -0.21
C -0.91917 -3.43930 3.50282 0.02 0.06 -0.02 -0.13
H 1.48727 -1.16072 4.17624 0.01 -0.07 -0.01 0.07
H 3.34087 1.34117 0.05633 0.02 -0.05 0.01 0.02
H 3.96369 2.30761 1.41174 0.00 -0.08 0.01 0.03
C -2.56324 -0.78342 -2.07236 -0.06 0.06 -0.09 -0.20
H 0.35332 5.15444 0.84497 -0.02 0.01 -0.03 0.13
C -1.14152 5.44905 -1.11886 0.02 -0.01 -0.17 -0.24
H 0.46123 -1.95552 -0.68992 0.00 0.13 0.03 0.02
H 2.35443 2.62809 0.74421 0.13 -0.07 0.00 -0.01
Ru -0.11803 0.46448 0.12204 -0.61 0.30 -0.35 0.75
H -1.18021 4.48855 1.42840 0.00 0.00 0.05 0.12
H -1.83644 5.90575 -0.40878 -0.02 0.00 -0.01 0.13
H 3.18445 -1.57372 -1.40152 -0.01 0.01 0.01 0.08
C 3.75105 -0.58991 2.53530 -0.01 -0.14 0.06 -0.17
C 0.45412 3.56769 -1.48162 -0.07 -0.07 0.08 -0.52
C -2.12966 -3.56836 -1.09133 0.07 -0.12 0.04 -0.18
C -1.98061 3.13250 -0.76204 -0.15 0.05 0.05 -0.55
C 0.10616 -2.79855 4.18392 -0.02 0.03 -0.05 -0.13
N -1.06689 -1.26914 0.45900 -0.07 -0.33 0.22 -0.26
Se -2.20851 1.68706 0.54986 0.62 0.17 -0.09 0.66
C -1.33124 -2.95741 2.26456 0.00 -0.04 0.03 -0.06
H -1.38623 4.81148 -2.94502 0.02 -0.01 -0.01 0.08
H -1.22950 -3.61515 -1.71192 -0.03 0.00 -0.01 0.03
Si 2.37015 0.65923 2.24293 0.07 0.01 -0.07 0.39
O -1.80314 5.46922 -2.37856 -0.01 0.01 0.06 -0.06
H 1.29376 2.28538 3.76788 0.01 0.03 0.03 0.02
H -2.91964 -1.41463 -2.89373 -0.03 0.00 0.06 0.03
H -2.00860 -4.28396 -0.27551 0.00 0.01 -0.03 0.01
H 1.37639 3.90382 -1.00328 0.00 0.00 -0.02 0.05
C 2.13988 1.60153 3.85063 -0.04 -0.02 0.15 -0.17
H 0.41274 -3.14236 5.16447 0.00 0.00 0.00 0.09
H -2.15714 -3.43492 1.75219 0.06 -0.03 0.05 0.07
C -4.04783 -1.75163 0.41079 -0.10 -0.05 0.11 -0.18
```
Forces are in eV/Å.

***

No. 3
The following is a DFT calculation (wB97M-V/def2-TZVPD) of a cluster of 8 separate species, C18H36O16 in total.

Computed properties:
Multiplicity: 1
LUMO in Ha: 0.0072
Calculated total energy in eV: -52006.30894
HOMO in eV: -9.96

XYZ file:
```
70
Properties=species:S:1:pos:R:3:forces:R:3:lowdin_charge:R:1
H 0.61146 -3.71945 -2.67673 -0.12 0.08 -0.71 0.07
O 4.70746 -0.29194 1.69748 2.01 0.24 3.47 0.13
O 4.42598 1.48292 -2.38585 -1.02 -0.05 -0.92 -0.10
H -1.96557 1.14516 -3.52165 -0.55 0.18 -0.26 0.13
C 2.97598 1.70579 -2.15479 2.20 0.32 1.80 -0.28
H -1.26332 -2.13439 -3.93274 0.23 -0.47 -0.23 0.11
H 1.95220 1.08461 -3.88331 -0.58 0.20 -0.04 0.07
H -2.00026 0.56120 3.25624 0.06 0.51 0.44 0.14
O -0.52835 2.89020 2.26814 -0.91 -1.53 3.36 -0.04
O -0.15943 0.47677 -0.27899 0.24 0.12 -0.38 -0.04
H -4.79191 -4.44456 0.59020 -0.25 0.22 0.09 0.13
C 5.54006 -1.32936 -0.20923 0.00 -0.40 2.22 -0.11
H -2.45058 -5.09047 0.71735 0.05 0.79 -1.08 0.13
H 0.45681 -1.17070 3.59089 0.33 0.58 0.03 0.13
H 1.14062 4.64262 0.15146 0.58 0.01 -0.03 0.08
C -4.16478 3.18507 -2.68361 -3.56 1.04 -0.50 -0.55
C -2.95337 -2.03818 0.68229 0.95 6.43 -2.93 -0.51
H -2.29225 2.19543 -0.72178 1.13 -0.86 -0.36 0.11
C 1.07097 4.10446 1.09678 -0.12 0.76 -0.30 -0.07
H 5.55491 -2.26856 1.71156 -1.03 0.27 0.53 0.14
H 5.81605 -2.34740 -0.48404 -0.67 0.01 -0.44 0.13
C -0.40214 -3.43836 -2.39087 0.09 -0.45 0.85 -0.07
C 5.65993 -1.25403 1.32711 2.89 -0.91 -1.32 -0.12
O -2.12872 -2.96519 1.04088 2.50 -0.75 0.41 0.07
O 2.66109 0.25087 0.91508 2.24 -1.04 0.45 0.13
H 1.38648 2.66834 -3.11427 -0.40 -0.48 -0.14 0.07
H -0.58849 3.54501 2.96758 -0.08 -0.85 1.15 0.10
H -0.33327 0.80122 4.12070 -0.79 0.95 -0.34 0.13
O -3.21376 2.85747 -3.53072 0.39 0.32 -1.99 0.09
H -0.95727 0.32944 0.22893 -0.58 -0.36 0.06 -0.01
H -0.69188 3.22604 0.34066 0.17 -0.29 -0.27 0.09
C -0.58037 -1.04533 3.28002 1.51 -1.27 0.79 -0.10
C -4.25115 -3.76003 1.24373 0.53 -1.59 -1.42 -0.05
C -1.69834 -1.66407 5.18410 0.00 -0.38 0.16 -0.56
C 2.21795 2.02034 -3.39149 0.25 -0.20 -0.75 -0.08
H 6.22042 -0.66499 -0.74198 -0.60 0.51 -0.17 0.13
H -4.74012 -3.75615 2.21789 0.14 0.71 -0.09 0.13
H -2.51573 -4.57217 2.30375 0.19 0.63 0.24 0.13
C 3.75149 -0.29758 0.87458 -3.55 0.08 -4.12 -0.55
C -0.36298 3.72887 1.25010 -0.34 1.02 -3.99 -0.42
H -2.90906 0.68704 -1.50925 -1.04 0.20 0.72 0.11
O -1.20034 -2.10567 4.03313 -0.37 -1.51 -1.49 0.04
O -3.95034 2.60774 -1.47992 -1.53 0.01 -1.09 0.07
O -5.14856 3.84623 -3.02309 2.55 -1.38 1.40 0.11
H -1.54495 -1.50304 -2.38829 -0.58 -0.75 0.69 0.10
H 1.36060 4.76721 1.91224 0.32 -0.01 0.01 0.08
C -1.20057 0.18175 3.89233 1.18 -0.53 -0.63 -0.12
H -1.08397 -4.26619 -2.58553 -0.12 0.13 -0.58 0.07
H -0.50597 -1.21119 2.20529 -1.10 0.01 0.06 0.12
H 2.77235 2.59278 -4.13517 0.41 0.07 0.26 0.08
O -2.62500 -0.81224 0.33785 -1.35 -5.93 2.09 0.02
C -2.24297 2.04076 -2.96572 1.71 0.42 1.86 -0.12
C -2.80797 1.76986 -1.58261 0.67 -0.18 1.01 -0.13
H 0.45800 -0.88018 -2.17836 0.10 0.28 0.26 0.06
H 2.94926 2.53850 -1.45195 -0.25 0.31 -0.01 0.10
O -2.07637 -2.39125 6.07208 0.29 1.53 -0.97 0.14
O 4.15036 -1.04037 -0.24704 -1.10 0.53 -0.98 0.03
O -4.17933 -2.48419 0.54916 -0.94 -0.65 1.26 0.10
H 6.68866 -1.00556 1.58802 -0.31 0.75 0.46 0.13
H 2.58710 0.86624 -1.57858 -0.20 -0.22 -0.40 0.08
H -1.07581 4.55228 1.29463 0.22 0.63 0.18 0.13
O 0.25162 -1.20216 -3.05890 1.76 0.79 -0.41 -0.08
H 4.91095 1.38362 -1.56332 -0.46 0.07 0.19 0.05
H 0.49241 0.74237 0.36970 0.51 0.05 0.11 0.01
H -0.30634 -3.49903 -1.30678 -0.21 0.71 0.36 0.05
H 1.65751 3.18589 1.11435 0.20 0.18 -0.15 0.07
C -2.74870 -4.21844 1.29941 -1.81 0.19 1.57 -0.07
C -0.80365 -2.07516 -2.94619 -1.23 -0.14 -0.05 -0.34
O -1.65492 -0.31316 5.13093 -1.12 0.11 1.81 0.06
H -1.32949 2.59654 -2.75414 0.24 0.24 -0.80 0.12
```
Forces are in eV/Å.